# 1
{"formula": "C9H13GaNO", "method": "the ωB97M-V functional and the def2-TZVPD basis", "fmax_ev_per_a": 2.01, "relative_energy_kcal_mol": 0.00, "homo_energy_ha": -0.1223, "e_tot_ev": -65457.2113, "gap_ev": 6.86, "total_charge": -1, "symbols": ["C", "C", "C", "C", "C", "Ga", "C", "C", "C", "N", "H", "H", "H", "H", "H", "H", "H", "H", "H", "H", "C", "O", "H", "H", "H"], "xyz": [[1.8708, -0.0971, -1.7870], [1.5724, 1.2733, -1.5235], [0.1696, 1.4548, -1.6072], [-0.4281, 0.1563, -1.9372], [0.6745, -0.7769, -2.0864], [-0.7207, 0.1138, 0.2498], [0.6598, 0.4874, 1.7187], [1.0191, -0.9639, 1.6416], [2.1052, -1.5706, 2.2396], [0.0185, -1.6080, 0.8602], [-0.3749, 2.3994, -1.5781], [2.3104, 2.0554, -1.3505], [-1.4354, 0.0074, -2.3342], [0.5765, -1.8040, -2.4338], [2.8711, -0.5281, -1.8092], [1.4577, 1.1790, 1.4388], [0.2325, -2.5449, 0.5292], [0.1537, 0.7723, 2.6499], [2.7806, -0.9344, 2.8014], [2.2733, -2.6379, 2.1395], [-3.6073, 0.6822, 0.4484], [-2.2565, 1.0099, 0.2261], [-3.9982, 1.3953, 1.1858], [-3.7684, -0.3459, 0.8107], [-4.1560, 0.8251, -0.4926]], "forces_ev_per_angstrom": [[-0.70, 0.08, -0.52], [-0.86, -0.28, -0.37], [0.72, -0.59, -0.56], [1.05, -0.01, -0.08], [0.06, 1.10, -0.08], [1.95, -0.42, 0.20], [-0.76, 0.38, -0.62], [0.27, -1.97, 0.26], [-1.31, 0.92, -0.76], [0.61, 0.82, 0.85], [0.17, -0.36, 0.22], [-0.25, -0.21, 0.19], [0.33, 0.11, 0.22], [0.04, 0.19, 0.36], [-0.30, 0.06, 0.14], [-0.05, -0.15, 0.27], [-0.10, 0.25, 0.12], [0.36, -0.05, -0.03], [0.07, -0.28, -0.01], [0.14, 0.09, 0.06], [0.83, 0.38, -0.17], [-1.76, 0.15, 0.23], [-0.28, -0.21, 0.02], [0.00, 0.18, -0.04], [-0.23, -0.15, 0.12]]}

---

# 2
{"formula": "C9H13N2", "method": "the ωB97M-V functional and the def2-TZVPD basis", "fmax_ev_per_a": 3.26, "relative_energy_kcal_mol": 180.21, "homo_energy_ha": [-0.3727, -0.3793], "e_tot_ev": -12509.8055, "gap_ev": [6.41, 6.80], "total_charge": 1, "symbols": ["C", "C", "C", "C", "C", "C", "C", "C", "C", "N", "N", "H", "H", "H", "H", "H", "H", "H", "H", "H", "H", "H", "H", "H"], "xyz": [[0.3711, 0.9154, 0.0481], [1.4063, -1.5416, -0.3855], [-0.3873, -0.1621, 0.0710], [1.6794, 1.0355, -0.2489], [-2.9388, 0.8539, -0.2195], [2.1852, -0.3972, -0.8572], [2.6206, 2.1806, -0.2172], [-3.1809, 0.9186, 1.1760], [-0.4946, -2.6313, 0.7782], [-3.0212, 1.1228, -1.3445], [0.1955, -1.3677, 0.2630], [1.6892, -2.6130, -0.6915], [3.1693, -0.3973, -0.4339], [2.4415, -0.5134, -1.9043], [3.1528, 2.2503, -1.1995], [3.6065, 1.9523, 0.4122], [2.1119, 3.1186, 0.0523], [-2.5992, 0.2606, 1.7465], [-3.0406, 2.0029, 1.5131], [-4.2436, 0.6148, 1.3157], [0.2040, -2.8907, 1.6016], [-0.4071, -3.4172, -0.0485], [-1.5418, -2.5187, 0.9629], [-2.9780, 1.2238, -2.3900]], "forces_ev_per_angstrom": [[1.50, 0.24, -0.06], [-1.91, -1.43, 1.14], [-2.16, 0.67, 0.32], [-0.82, -1.71, -1.22], [0.72, 0.80, -2.60], [-0.02, 1.99, 0.48], [2.59, -0.68, 0.40], [-1.77, 1.58, 0.89], [2.65, -0.29, -1.76], [-0.01, -0.40, -0.33], [2.10, -2.11, -1.33], [-0.52, 1.83, 0.66], [0.85, -0.37, 0.66], [-0.34, 0.26, -0.67], [-0.90, 0.31, 0.35], [-2.31, 0.53, -0.56], [0.52, -0.42, -0.01], [1.07, -0.74, 0.59], [-0.15, -1.47, -0.47], [0.47, 0.41, -0.03], [-1.27, -0.31, -0.14], [-0.01, 1.01, 1.20], [-0.30, 0.55, 0.56], [0.04, -0.25, 1.95]]}

---

# 3
{"formula": "C9H13N3O", "method": "the ωB97M-V functional and the def2-TZVPD basis", "fmax_ev_per_a": 10.05, "relative_energy_kcal_mol": 267.33, "homo_energy_ha": -0.2903, "e_tot_ev": -16050.6604, "gap_ev": 6.98, "symbols": ["C", "C", "C", "C", "C", "C", "C", "C", "C", "H", "H", "H", "H", "H", "H", "H", "H", "H", "H", "H", "H", "H", "N", "N", "N", "O"], "xyz": [[-1.9384, -2.2446, -0.2382], [-2.8971, -0.1094, -0.1235], [-3.1772, 1.3323, 0.4750], [1.6040, -0.4089, -0.2343], [2.6268, -1.2263, 0.3066], [3.9128, -0.6386, 0.2619], [4.2077, 0.8834, 0.1335], [3.1941, 1.5911, -0.4242], [1.9806, 1.0427, -0.5552], [-2.9063, -2.7070, 0.7896], [-0.7267, -2.8544, 0.1281], [-2.3309, -2.3968, -1.6171], [-3.9237, -0.5633, 0.1045], [-3.2657, 0.3233, -1.1180], [-4.2497, 1.6009, 0.4368], [-2.9253, 1.2900, 1.6958], [-1.5681, 2.0154, -0.4089], [2.1183, -2.2787, 0.5327], [4.6567, -1.1168, 0.8084], [5.1648, 1.2896, 0.6531], [3.4705, 2.7499, -0.1281], [1.1197, 1.6486, -0.9742], [-1.6926, -0.8435, -0.0761], [-0.5212, 0.0296, -0.1496], [0.4212, -0.8574, -0.2830], [-2.3543, 2.4490, 0.0044]], "forces_ev_per_angstrom": [[1.82, -2.66, 0.36], [-4.95, 4.13, -1.81], [2.76, 0.04, 4.96], [8.16, 5.87, -0.04], [-1.19, 0.17, -2.06], [-0.39, 3.18, 1.71], [0.78, -5.80, 1.09], [2.65, 4.58, 3.05], [-4.80, -2.67, -1.19], [2.92, 1.54, -3.62], [-4.19, 1.73, -1.68], [1.10, -0.20, 4.44], [2.09, -0.61, 0.39], [1.29, -1.52, -0.46], [0.65, -0.31, -0.54], [-0.76, 0.04, -2.78], [-0.77, 0.68, 0.58], [2.35, 1.96, -0.08], [1.50, -1.16, 0.47], [-1.79, -0.81, -1.54], [-1.63, -2.37, -1.98], [1.18, -0.69, 0.64], [-1.38, 2.94, 1.04], [-0.82, -6.97, -0.41], [-6.37, 0.90, 0.26], [-0.20, -2.00, -0.80]]}

---

# 4
{"formula": "C9H13N4S", "method": "the ωB97M-V functional and the def2-TZVPD basis", "fmax_ev_per_a": 4.99, "relative_energy_kcal_mol": 98.88, "homo_energy_ha": [-0.4648, -0.4648], "e_tot_ev": -26327.7567, "gap_ev": [4.29, 5.38], "total_charge": 1, "symbols": ["C", "C", "C", "C", "C", "C", "C", "C", "C", "N", "N", "N", "N", "S", "H", "H", "H", "H", "H", "H", "H", "H", "H", "H", "H", "H", "H"], "xyz": [[0.3286, -2.7980, -1.0543], [-1.9576, -2.9328, -1.4442], [-3.2869, 1.1093, -1.7608], [0.2355, -1.5383, -0.5506], [1.3334, -0.8758, 0.2378], [0.7484, 0.3759, 0.9905], [-0.0834, 1.2473, 0.0519], [-1.3837, 0.4954, -0.3269], [-1.0284, -0.9526, -0.8362], [-2.1185, -1.7174, -1.0919], [-2.1765, 1.2697, -1.1877], [-0.7252, -3.4623, -1.5358], [3.7681, 2.8259, 2.6169], [-4.5775, -0.0593, -1.4169], [1.2617, -3.5012, -1.0488], [-2.8035, -3.5123, -1.5898], [-3.5233, 1.9045, -2.5131], [1.5593, -1.6738, 1.0443], [2.1591, -0.5477, -0.4772], [0.1541, 0.0974, 1.8739], [1.7374, 0.9401, 1.3437], [-0.2989, 2.1968, 0.5544], [0.4760, 1.5698, -0.8388], [-2.0341, 0.3893, 0.6431], [3.6124, 3.3877, 3.3464], [4.5276, 2.3091, 3.0564], [4.0957, 3.4533, 1.9136]], "forces_ev_per_angstrom": [[0.44, -3.89, -1.14], [2.18, -1.51, -0.51], [-0.72, 0.56, 0.06], [-0.95, 2.07, -0.33], [-0.78, 0.03, 0.68], [2.98, 0.64, -0.12], [0.05, 0.04, 0.22], [-0.25, 0.05, 1.96], [-1.57, -0.03, 2.25], [1.43, 3.63, 0.05], [0.76, 0.30, -1.30], [-0.47, -0.02, 0.49], [0.61, -2.86, -1.87], [1.66, -0.06, -0.14], [-1.40, 1.89, 0.12], [-1.32, -1.31, -0.56], [-0.39, -0.89, 0.43], [0.58, 1.34, -1.48], [-0.71, -0.76, 1.33], [0.32, -0.04, -0.24], [-2.42, -0.85, -0.41], [-0.41, -0.25, -0.02], [-0.15, -0.47, 0.01], [1.20, -0.42, -1.30], [-1.73, 3.09, 3.52], [0.37, -0.33, -1.04], [0.70, 0.05, -0.67]]}

---

# 5
{"formula": "C9H13N6", "method": "the ωB97M-V functional and the def2-TZVPD basis", "fmax_ev_per_a": 4.61, "relative_energy_kcal_mol": 0.00, "homo_energy_ha": [-0.4843, -0.4843], "e_tot_ev": -18475.0094, "gap_ev": [8.36, 8.36], "total_charge": 1, "smiles": "C[C@H]1C[C@]1(C)n1[nH]nc2c(=[NH2+])ncnc1-2", "symbols": ["C", "C", "C", "C", "C", "N", "N", "N", "C", "C", "N", "N", "C", "N", "C", "H", "H", "H", "H", "H", "H", "H", "H", "H", "H", "H", "H", "H"], "xyz": [[-3.0395, 0.4682, -1.3678], [-2.0268, -0.1100, -0.3923], [-2.0026, -1.6296, -0.0107], [-0.8949, -1.0279, -0.8381], [-0.5651, -1.2573, -2.2528], [0.2700, -0.7452, -0.0338], [1.3639, -1.6099, 0.1240], [2.2357, -1.0869, 0.9374], [2.0110, 0.1695, 1.0565], [2.7157, 1.2427, 1.7582], [3.6886, 1.1037, 2.6335], [2.0457, 2.4253, 1.6573], [0.9143, 2.6088, 0.9217], [0.2361, 1.6764, 0.2390], [0.7594, 0.4889, 0.4266], [-3.3864, -0.3436, -1.9345], [-2.3743, 1.0705, -2.0048], [-3.8574, 1.0072, -1.0864], [-1.8463, 0.5445, 0.4368], [-2.0108, -1.8579, 1.0281], [-2.7884, -2.2296, -0.5182], [-1.3495, -0.5859, -2.8068], [-0.7769, -2.3161, -2.5518], [0.5677, -1.1278, -2.4621], [1.3887, -2.6545, 0.0708], [4.2292, 0.2337, 2.7909], [3.9999, 2.0037, 3.0975], [0.4927, 3.5391, 1.0820]], "forces_ev_per_angstrom": [[4.27, -1.26, -1.19], [-1.20, -1.39, 1.13], [-2.12, 0.90, -1.65], [-0.15, 0.88, 1.99], [-0.54, -0.59, -2.28], [2.60, 1.38, 0.48], [-0.90, -0.14, 1.65], [1.81, -2.33, -1.09], [-0.99, 2.05, 0.37], [-3.13, 0.42, -0.34], [1.43, 0.99, 0.63], [0.75, -0.20, -0.15], [1.87, -3.19, 1.00], [-0.30, 0.84, 0.58], [0.34, -1.98, -1.00], [-0.68, -1.03, -1.19], [-0.76, 0.29, -0.28], [-1.83, 1.49, 1.62], [0.42, 0.02, 0.24], [0.90, -0.15, 0.65], [0.90, 0.39, 0.01], [2.22, -1.20, 0.20], [0.07, 0.85, 0.18], [-2.16, 0.44, 0.04], [-0.86, 1.29, -0.12], [-0.74, 1.00, -0.34], [-0.43, -1.67, -0.73], [-0.80, 1.92, -0.39]]}

---

# 6
{"formula": "C9H13NO", "method": "the ωB97M-V functional and the def2-TZVPD basis", "fmax_ev_per_a": 3.76, "relative_energy_kcal_mol": 38.91, "homo_energy_ha": -0.3342, "e_tot_ev": -13080.3844, "gap_ev": 9.63, "smiles": "CNC(C)=O.c1ccccc1", "symbols": ["C", "N", "C", "C", "O", "H", "H", "H", "H", "H", "H", "H", "C", "C", "C", "C", "C", "C", "H", "H", "H", "H", "H", "H"], "xyz": [[1.3920, -1.5043, -1.0539], [0.0624, -0.9679, -0.6966], [-1.0251, -1.8162, -0.7269], [-2.3974, -1.2448, -0.4653], [-0.9363, -3.0245, -1.0413], [1.3208, -2.3479, -1.8289], [1.9396, -0.6567, -1.4919], [1.8590, -1.9457, -0.1034], [-0.0813, 0.1400, -0.6073], [-2.5319, -0.1464, -0.2601], [-3.0105, -1.7675, 0.2225], [-2.9335, -1.3997, -1.4137], [1.7922, 1.0663, 1.2417], [0.5990, 0.8742, 1.9740], [-0.6042, 1.3122, 1.4925], [-0.7519, 1.9617, 0.2402], [0.4898, 2.2836, -0.4440], [1.7242, 1.9537, 0.0757], [2.8510, 0.9161, 1.4984], [0.4947, 0.2632, 2.9522], [-1.3970, 1.1331, 2.1863], [-1.7113, 2.3928, -0.0788], [0.4204, 2.8579, -1.3158], [2.5206, 2.2139, -0.5566]], "forces_ev_per_angstrom": [[-0.38, -0.83, 0.24], [-0.93, 1.47, -0.31], [0.66, -1.12, -0.44], [-0.57, 1.82, -1.40], [0.16, 2.12, 0.79], [-0.13, 1.29, 1.18], [0.24, -0.52, 0.42], [-0.26, 0.77, -1.48], [0.39, -3.73, -0.27], [0.72, -1.02, -0.05], [-0.03, -0.82, 0.98], [0.14, 0.04, 0.07], [0.15, 2.92, -1.36], [1.83, -1.71, 1.06], [-0.76, 0.98, -1.39], [2.03, 0.62, 1.04], [-2.30, -0.54, 2.04], [-2.04, -2.56, 1.61], [-0.88, -0.77, 0.61], [0.86, 1.15, -1.73], [-0.93, 0.05, -0.21], [0.52, -0.50, -0.01], [-0.02, 0.72, -1.27], [1.51, 0.16, -0.13]]}